(1)
Density functional theory data (the ωB97M-V functional and the def2-TZVPD basis) for a 15-piece molecular cluster, C50H140N10O15 overall in a non-equilibrium geometry.

```
215
C50H140N10O15, DFT the ωB97M-V functional and the def2-TZVPD basis
C -3.147 3.426 -0.981
C -2.497 4.091 0.176
C -3.394 4.211 1.390
O -4.656 4.851 1.138
C -4.527 6.157 0.570
N -1.354 3.422 0.678
H -2.355 3.356 -1.682
H -3.897 4.048 -1.303
H -3.566 2.447 -0.850
H -2.217 5.076 -0.154
H -3.045 4.760 2.214
H -3.671 3.193 1.661
H -4.263 6.064 -0.470
H -3.712 6.709 1.114
H -5.458 6.747 0.669
H -0.731 3.205 -0.060
H -0.838 3.906 1.397
C 3.276 -1.056 -2.618
C 2.306 -2.024 -3.306
C 1.227 -1.302 -4.101
O 0.056 -2.041 -4.291
C -0.730 -1.646 -5.397
N 3.025 -2.836 -4.213
H 3.966 -0.569 -3.360
H 3.854 -1.634 -1.872
H 2.785 -0.211 -2.030
H 1.814 -2.586 -2.462
H 1.502 -0.947 -5.116
H 0.952 -0.386 -3.616
H -1.691 -2.062 -5.186
H -0.378 -1.904 -6.408
H -0.907 -0.597 -5.357
H 3.902 -3.284 -3.886
H 2.437 -3.539 -4.606
C -1.229 -6.269 -3.004
C -1.264 -5.347 -1.782
C 0.052 -5.394 -1.013
O -0.136 -4.602 0.196
C 0.914 -4.763 1.136
N -1.772 -4.015 -2.123
H -0.840 -7.308 -2.906
H -0.647 -5.748 -3.730
H -2.295 -6.457 -3.314
H -1.998 -5.769 -1.069
H 0.942 -5.048 -1.614
H 0.286 -6.476 -0.672
H 1.243 -3.820 1.497
H 1.794 -5.293 0.613
H 0.652 -5.444 1.953
H -1.115 -3.548 -2.801
H -1.914 -3.371 -1.364
C 2.707 3.487 -0.049
C 3.029 3.491 -1.549
C 4.305 2.701 -1.804
O 5.341 2.857 -0.891
C 6.125 4.025 -1.093
N 2.040 2.932 -2.525
H 3.430 4.031 0.514
H 2.724 2.459 0.379
H 1.772 3.998 0.255
H 3.075 4.577 -1.734
H 4.619 2.960 -2.811
H 4.136 1.637 -1.708
H 6.843 3.993 -0.302
H 5.449 4.922 -1.055
H 6.722 3.995 -2.056
H 1.148 3.370 -2.510
H 1.796 1.970 -2.352
C 7.107 0.892 1.600
C 5.804 0.787 2.354
C 6.124 0.417 3.770
O 6.884 -0.775 3.860
C 7.241 -1.047 5.190
N 4.950 1.940 2.367
H 7.563 -0.121 1.392
H 7.893 1.478 2.099
H 6.846 1.248 0.587
H 5.216 -0.144 2.045
H 5.167 0.184 4.237
H 6.613 1.325 4.316
H 6.276 -1.148 5.770
H 7.830 -0.278 5.689
H 7.805 -1.945 5.285
H 4.977 2.405 1.427
H 5.268 2.511 3.174
C -2.164 1.449 4.232
C -1.930 0.286 3.285
C -2.629 -0.994 3.729
O -2.189 -1.475 4.968
C -2.533 -2.842 5.251
N -2.352 0.631 1.865
H -1.645 1.273 5.156
H -3.212 1.475 4.427
H -1.858 2.425 3.761
H -0.865 0.049 3.229
H -2.579 -1.824 2.946
H -3.698 -0.846 3.757
H -2.055 -3.198 6.157
H -2.281 -3.519 4.381
H -3.629 -3.005 5.337
H -2.042 1.597 1.592
H -3.396 0.644 1.857
C -0.406 2.856 -5.255
C -1.883 3.160 -5.291
C -2.688 2.019 -4.646
O -4.067 2.416 -4.750
C -4.905 1.681 -3.792
N -2.253 4.403 -4.566
H -0.342 1.819 -5.572
H 0.063 2.913 -4.328
H 0.202 3.524 -5.825
H -2.317 3.183 -6.300
H -2.381 1.816 -3.614
H -2.508 1.095 -5.154
H -4.479 1.803 -2.774
H -4.984 0.654 -4.136
H -5.909 2.043 -3.808
H -3.262 4.370 -4.312
H -2.243 5.265 -5.113
C -7.607 -0.852 -1.026
C -6.456 0.219 -1.093
C -6.941 1.626 -0.884
O -7.717 2.118 -2.036
C -7.989 3.476 -1.991
N -5.427 -0.001 -0.055
H -7.868 -0.746 0.029
H -7.211 -1.838 -1.182
H -8.521 -0.553 -1.486
H -6.018 0.193 -2.074
H -6.061 2.302 -0.730
H -7.502 1.731 0.049
H -7.181 4.132 -1.844
H -8.739 3.711 -1.128
H -8.368 3.670 -3.011
H -5.714 0.312 0.829
H -5.132 -0.946 0.005
C 5.064 -5.160 1.317
C 5.701 -4.441 2.499
C 7.221 -4.712 2.583
O 7.636 -3.961 3.716
C 8.972 -3.700 3.832
N 5.443 -2.965 2.371
H 5.264 -6.241 1.284
H 5.467 -4.767 0.369
H 4.019 -5.060 1.245
H 5.258 -4.788 3.408
H 7.714 -4.348 1.671
H 7.486 -5.771 2.720
H 9.349 -2.995 3.049
H 9.604 -4.638 3.794
H 9.120 -3.172 4.786
H 6.140 -2.417 2.873
H 5.466 -2.838 1.330
C -1.587 -0.046 -1.471
C -0.608 -1.010 -0.677
C 0.537 -0.239 -0.064
O 1.301 -1.132 0.694
C 2.142 -0.592 1.592
N -1.401 -1.729 0.349
H -0.998 0.707 -2.024
H -2.281 0.536 -0.814
H -2.214 -0.621 -2.172
H -0.226 -1.648 -1.466
H 0.296 0.678 0.427
H 1.222 0.163 -0.867
H 1.742 0.252 2.054
H 3.043 -0.149 1.134
H 2.374 -1.421 2.281
H -1.802 -0.956 0.953
H -0.778 -2.279 0.951
C -5.703 -2.350 -4.079
C -4.651 -2.751 -3.107
O -4.146 -4.067 -3.471
H -6.223 -3.223 -4.453
H -5.202 -1.949 -5.007
H -6.372 -1.608 -3.780
H -5.143 -2.921 -2.137
H -3.899 -1.960 -3.042
H -3.280 -4.095 -3.050
C 1.781 -2.268 4.874
C 3.077 -3.082 5.062
O 3.314 -3.792 3.896
H 0.901 -2.757 4.394
H 1.874 -1.311 4.286
H 1.419 -1.933 5.868
H 2.842 -3.727 5.912
H 3.966 -2.540 5.355
H 3.928 -3.302 3.290
C 1.256 3.358 3.820
C 1.308 4.862 3.732
O -0.072 5.240 3.857
H 0.791 3.073 4.754
H 2.287 3.004 3.782
H 0.521 2.984 3.094
H 1.844 5.148 2.835
H 1.948 5.288 4.511
H -0.061 6.203 3.652
C -1.183 6.871 -1.983
C -0.128 5.942 -2.512
O -0.616 4.613 -2.417
H -1.307 6.591 -0.912
H -2.191 6.724 -2.403
H -0.804 7.860 -2.085
H 0.852 5.970 -2.042
H 0.063 6.186 -3.565
H -1.270 4.538 -3.193
C -3.358 -5.323 1.981
C -4.114 -4.680 0.789
O -4.131 -3.266 0.913
H -2.313 -5.070 1.840
H -3.418 -6.456 1.998
H -3.748 -4.953 2.950
H -5.160 -4.995 0.906
H -3.643 -4.895 -0.162
H -3.224 -2.926 0.699
```

Computed properties:
net charge	0

Löwdin population analysis, charges in e, atoms 1 to 5: C -0.03; C -0.46; C -0.17; O -0.20; C -0.10

(2)
Density functional theory data (the ωB97M-V functional and the def2-TZVPD basis) for C30H26BrGeN3O2RhS as an isolated structure.

```
65
C30H26BrGeN3O2RhS, DFT the ωB97M-V functional and the def2-TZVPD basis
Rh -0.210 -1.083 1.014
Br -3.106 -2.566 0.866
C -1.825 -3.185 -0.356
C -2.042 -4.182 -1.290
C -0.965 -4.571 -2.075
C 0.293 -3.993 -1.896
C 0.418 -3.015 -0.941
N -0.638 -2.614 -0.221
C 1.709 -2.364 -0.548
O 2.745 -2.674 -1.063
O 1.605 -1.444 0.416
H -3.016 -4.638 -1.387
H -1.100 -5.349 -2.816
H 1.160 -4.300 -2.465
N 1.953 -2.537 3.389
C 1.952 -1.223 3.190
S 0.368 -0.432 3.078
N 3.077 -0.575 3.060
C 3.304 0.838 2.975
C 2.563 1.727 3.735
C 2.858 3.082 3.659
C 3.883 3.533 2.842
C 4.634 2.624 2.103
C 4.350 1.271 2.172
H 1.086 -3.011 3.565
H 2.807 -3.053 3.547
H 3.912 -1.137 2.945
H 1.803 1.379 4.424
H 2.296 3.781 4.263
H 4.113 4.589 2.797
H 5.448 2.967 1.479
H 4.932 0.558 1.596
C 0.176 2.625 1.365
Ge -0.374 1.292 0.081
C 0.548 1.486 -1.593
C 1.625 0.765 -2.099
C 2.159 1.107 -3.335
C 1.630 2.166 -4.060
C 0.563 2.896 -3.554
C 0.019 2.557 -2.324
C -2.252 0.913 0.067
C -2.991 1.491 1.088
C -4.379 1.303 1.176
C -5.007 0.491 0.270
C -4.294 -0.149 -0.773
C -4.959 -0.996 -1.691
C -4.272 -1.605 -2.701
C -2.887 -1.378 -2.843
C -2.216 -0.571 -1.965
C -2.896 0.059 -0.895
H -0.170 3.584 0.968
H 1.264 2.650 1.417
H -0.244 2.480 2.357
H 2.078 -0.039 -1.533
H 3.000 0.549 -3.726
H 2.053 2.427 -5.022
H 0.152 3.726 -4.114
H -0.831 3.128 -1.955
H -2.509 2.127 1.821
H -4.941 1.794 1.959
H -6.076 0.324 0.340
H -6.027 -1.146 -1.582
H -4.789 -2.238 -3.410
H -2.355 -1.828 -3.671
H -1.161 -0.388 -2.120
```

Computed properties:
<S²>	0.757
multiplicity	2
net charge	+2

Löwdin population analysis, charges in e, atoms 1 to 5: Rh 0.74; Br 0.98; C -0.68; C -0.05; C 0.02

What are the relative energy (zero: lowest compared OMol25 entry of this formula, charge and spin) values for these records? In order: 57.9; 15.3 kcal/mol.